The following is a quantum chemistry calculation of a structure of composition C26H38CoN6O2, from OMol25.

Structure (XYZ):
```
73
C26H38CoN6O2 | OMol25 | wB97M-V/def2-TZVPD
Co -0.35727 -0.18212 -0.42263
C -2.67742 -0.91913 -3.01447
C -3.07128 -1.93293 -1.97276
C -4.37790 -2.39483 -1.87191
C -4.72103 -3.34787 -0.92263
C -3.76145 -3.85029 -0.05934
C -2.44062 -3.41446 -0.12303
C -1.39349 -3.97095 0.80416
C -2.12716 -2.46401 -1.09045
N -0.79548 -1.92610 -1.14261
C 0.13968 -2.47695 -1.82072
C 0.01885 -3.72649 -2.61496
C 1.45455 -1.74124 -1.74313
C 2.68816 -2.31843 -2.33328
N 1.37105 -0.63779 -1.10263
C 2.50600 0.19341 -0.81084
C 2.99975 1.06521 -1.77497
C 2.39932 1.13877 -3.15066
C 4.06679 1.88242 -1.41022
C 4.60818 1.82480 -0.13576
C 4.07830 0.95520 0.81001
C 3.00501 0.13383 0.48923
C 2.39670 -0.79755 1.50262
H -3.54890 -0.57734 -3.56793
H -1.97108 -1.33603 -3.73597
H -2.19431 -0.03651 -2.57834
H -5.12884 -2.01000 -2.55011
H -5.74138 -3.70038 -0.85872
H -4.03431 -4.59284 0.67991
H -1.85704 -4.41193 1.68424
H -0.68953 -3.20528 1.13786
H -0.81345 -4.75830 0.31657
H -0.99906 -4.10719 -2.60980
H 0.68836 -4.48936 -2.21051
H 0.33272 -3.54611 -3.64522
H 2.84814 -3.32760 -1.94838
H 3.55703 -1.70530 -2.10867
H 2.58195 -2.40533 -3.41701
H 1.30884 1.14363 -3.10759
H 2.71154 0.29589 -3.77198
H 2.71860 2.04707 -3.65654
H 4.47733 2.56579 -2.14264
H 5.45630 2.44730 0.11827
H 4.51675 0.89654 1.79984
H 2.89752 -0.70753 2.46547
H 2.46525 -1.84255 1.19524
H 1.33174 -0.57360 1.65757
N -2.10018 0.25538 0.45309
C -2.15398 1.71517 0.77527
C -2.27982 1.98687 2.27691
C -1.03551 1.53891 3.07084
C -0.49487 2.58954 4.04816
N -0.14731 3.87186 3.43559
C 0.86561 4.08368 2.59821
N 1.04150 5.29086 2.06478
N 1.75201 3.12193 2.34933
C -0.87766 2.40128 0.27962
O -0.76566 3.60564 0.37849
O 0.05318 1.60837 -0.15934
H -2.87857 -0.01465 -0.14453
H -2.22878 -0.29371 1.30054
H -2.99960 2.15923 0.25011
H -3.18459 1.51983 2.67005
H -2.41629 3.06438 2.36905
H -0.23856 1.25971 2.37464
H -1.24650 0.64367 3.65957
H 0.37371 2.20087 4.58536
H -1.24110 2.81382 4.80808
H -0.76379 4.64966 3.60076
H 0.27630 5.94437 2.05864
H 1.71544 5.41024 1.32761
H 1.64319 2.20694 2.74518
H 2.40847 3.21058 1.58946
```

DFT total energy ... -78231.808 eV
Charge ... +2
Spin multiplicity ... 2
E_HOMO (alpha / beta) ... -14.3 / -14.3 eV
Gap between HOMO and LUMO (alpha / beta) ... 7.96 / 7.96 eV

In elementary charge units, the Mulliken charges are:
1 Co -0.512
2 C -1.047
3 C 1.146
4 C -1.053
5 C -0.943
6 C -0.956
7 C 1.225
8 C -1.386
9 C -1.094
10 N 1.056
11 C 1.010
12 C -1.806
13 C 1.230
14 C -1.831
15 N 1.062
16 C -1.322
17 C 1.407
18 C -1.367
19 C -0.999
20 C -0.880
21 C -1.035
22 C 1.452
23 C -1.224
24 H 0.493
25 H 0.271
26 H 0.111
27 H 0.476
28 H 0.460
29 H 0.493
30 H 0.486
31 H 0.138
32 H 0.295
33 H 0.408
34 H 0.436
35 H 0.449
36 H 0.472
37 H 0.413
38 H 0.420
39 H 0.224
40 H 0.295
41 H 0.483
42 H 0.510
43 H 0.479
44 H 0.462
45 H 0.461
46 H 0.359
47 H 0.018
48 N -0.259
49 C -0.027
50 C -1.323
51 C 1.390
52 C -1.653
53 N -0.011
54 C 0.667
55 N -0.444
56 N -0.218
57 C 0.504
58 O -0.656
59 O -0.496
60 H 0.339
61 H 0.284
62 H 0.405
63 H 0.445
64 H 0.481
65 H -1.036
66 H 0.515
67 H 0.415
68 H 0.431
69 H 0.256
70 H 0.199
71 H 0.226
72 H 0.152
73 H 0.168